Version P
11
Properties=species:S:1:pos:R:3 method="wB97M-V/def2-TZVPD" orbital_gap_ev=10.49 smiles="C=NC.S"
C 0.53380 -1.28342 -1.60138
N 0.04373 -0.47582 -0.75581
C 0.76734 0.76917 -0.51681
H 1.20902 -0.95445 -2.39795
H 0.16133 -2.29937 -1.51802
H 0.17235 1.42878 0.10558
H 1.01208 1.29682 -1.44653
H 1.67272 0.52989 0.03786
S -2.21199 0.01061 3.05775
H -1.33547 0.98747 3.29776
H -2.02493 -0.00968 1.73755

=====

Version Q
11
Properties=species:S:1:pos:R:3 method="wB97M-V/def2-TZVPD" orbital_gap_ev=9.47 smiles=CSCN
C -0.05493 1.48997 0.63430
S 0.43108 0.53150 -0.82689
C -0.20414 -1.15983 -0.39979
N -0.37700 -1.47492 0.98715
H 0.22769 2.49725 0.36373
H 0.51853 1.19323 1.51431
H -1.12343 1.43614 0.82872
H 0.49537 -1.86905 -0.82784
H -1.14618 -1.25382 -0.93538
H -0.68318 -0.69171 1.54726
H 0.46438 -1.84175 1.40773

=====

Version R
11
Properties=species:S:1:pos:R:3 method="wB97M-V/def2-TZVPD" orbital_gap_ev=8.74 smiles="C=CN.S"
C -1.94180 1.22762 0.60899
C -0.81749 1.21052 -0.13474
N 0.43214 0.71589 0.09086
H -2.83644 1.61368 0.13206
H -1.72052 0.65003 1.53752
H -0.86288 1.43578 -1.22534
H 0.87777 -0.12593 0.54718
H 1.08810 1.25988 -0.49255
S 1.69010 -2.41726 0.11785
H 1.48887 -3.61473 -0.36608
H 2.60214 -1.95546 -0.81574

=====

Last place for stability: version R

=====

Version P
14
Properties=species:S:1:pos:R:3 method="wB97M-V/def2-TZVPD" orbital_gap_ev="7.80 / 7.07"
C -0.57558 0.23205 0.68897
C 2.76325 1.40677 0.34455
C -1.37215 -1.54546 -1.43392
C -2.09031 -1.30858 -0.27793
C -1.61319 -0.53099 0.80816
C 0.48946 0.87894 0.47692
F 2.74597 2.64050 0.76038
H -1.55119 -2.33558 -2.08348
H -0.48890 -0.97756 -1.62781
H -2.93367 -1.99242 -0.06659
H -2.24036 -0.47946 1.70953
H 3.32647 0.76942 1.03114
H 0.65333 1.99543 0.33975
H 2.88688 1.24694 -0.66968

=====

Version Q
14
Properties=species:S:1:pos:R:3 method="wB97M-V/def2-TZVPD" orbital_gap_ev=9.41 smiles="FCC1=CC=CC1"
F 0.37063 -1.11776 -2.22740
C 0.97312 -1.10107 -0.99549
C 0.22006 -0.30020 -0.04171
C -0.80007 0.55801 -0.36003
C -1.16648 1.41523 0.75430
C -0.52150 0.99851 1.84074
C 0.51185 -0.04300 1.44060
H 1.97696 -0.66561 -1.15373
H 1.11183 -2.13165 -0.62210
H -1.23943 0.69065 -1.33469
H -1.92129 2.16718 0.73930
H -0.49759 1.35867 2.87765
H 0.41051 -0.92972 2.07127
H 1.52148 0.40543 1.63842

=====

Last place for stability: version P

=====

Version P
120
Properties=species:S:1:pos:R:3 method="wB97M-V/def2-TZVPD" orbital_gap_ev=8.56 smiles=COCCNCCOC.COCCNCCOC.COCCNCCOC.COCCNCCOC.COCCNCCOC
C -1.84067 0.95934 6.23438
O -3.15173 0.81383 5.78932
C -3.86203 2.01841 5.61676
C -5.06485 1.54527 4.72673
N -6.17078 0.84336 5.39160
C -7.45421 0.69791 4.75890
C -8.40578 -0.51032 5.15809
O -7.75230 -1.84078 5.47988
C -6.83659 -2.40266 4.57954
H -1.98490 1.38466 7.22755
H -1.32552 1.61591 5.53321
H -1.32948 0.00209 6.33669
H -3.21198 2.64607 5.00719
H -4.24087 2.64737 6.42236
H -4.72191 1.19369 3.75365
H -5.47819 2.45663 4.29468
H -5.81656 0.14723 6.03192
H -7.29741 0.60803 3.68399
H -7.95278 1.59248 5.13210
H -8.94606 -0.86901 4.28200
H -9.09836 -0.00021 5.82759
H -6.56470 -3.42481 4.84298
H -5.86392 -1.91571 4.64956
H -7.16991 -2.38675 3.54188
C 1.49764 -4.77898 -10.38379
O 1.17184 -3.73553 -9.41832
C 2.15805 -3.65745 -8.37039
C 1.74744 -2.22930 -7.67734
N 1.53831 -1.12503 -8.65259
C 2.52218 -0.07521 -8.73587
C 3.93970 -0.66125 -8.94370
O 4.85436 0.36408 -9.08247
C 5.31391 0.91053 -7.82415
H 2.38466 -4.78609 -11.01723
H 0.58811 -4.98624 -10.94760
H 1.54347 -5.65646 -9.73878
H 3.05559 -3.66988 -8.98876
H 2.04902 -4.61380 -7.85890
H 2.42180 -1.92691 -6.87615
H 0.70784 -2.29380 -7.35612
H 1.50948 -1.55038 -9.56820
H 2.49716 0.52689 -7.82761
H 2.10627 0.43989 -9.60178
H 3.92474 -1.16928 -9.90795
H 4.33057 -1.34622 -8.19127
H 4.75464 1.77552 -7.46762
H 6.25359 1.28856 -8.22687
H 5.58813 0.18900 -7.05455
C 10.07196 0.13467 7.82798
O 8.89363 0.78099 8.25207
C 7.87291 -0.05234 8.63181
C 7.25315 -1.09787 7.75354
N 6.72529 -0.57317 6.54929
C 6.31670 -1.59193 5.60196
C 6.08666 -0.95900 4.17324
O 7.33875 -0.33417 3.77705
C 7.18474 0.58446 2.68292
H 10.69131 -0.17350 8.67032
H 10.66828 0.74003 7.14532
H 9.93111 -0.74735 7.20323
H 7.04214 0.59057 8.92260
H 8.08240 -0.57784 9.56351
H 6.43963 -1.46019 8.38205
H 8.07732 -1.73084 7.42467
H 7.48976 -0.16758 6.02853
H 5.41684 -2.13770 5.88568
H 7.02293 -2.42213 5.59283
H 5.22453 -0.30735 4.31525
H 5.73968 -1.69067 3.44360
H 8.06086 1.23136 2.72802
H 6.31661 1.18445 2.95577
H 6.94448 0.03772 1.77107
C 1.15315 -4.99389 3.39943
O 0.56555 -4.20400 2.42176
C -0.59737 -3.50232 2.77374
C -0.85722 -2.36102 1.71543
N -1.30937 -2.95549 0.45234
C -0.98818 -1.98490 -0.60187
C -1.60713 -2.45803 -1.91534
O -1.14537 -3.68717 -2.46033
C -1.88138 -4.57507 -3.29382
H 1.12068 -4.54204 4.39083
H 2.21025 -5.22474 3.26772
H 0.60055 -5.93324 3.38079
H -0.29669 -2.93556 3.65491
H -1.42602 -4.17747 2.98731
H 0.11436 -1.86898 1.67053
H -1.44481 -1.55262 2.15057
H -0.78538 -3.80898 0.32164
H 0.07997 -2.07540 -0.79924
H -1.15261 -0.93019 -0.38128
H -1.47161 -1.74242 -2.72630
H -2.69296 -2.44581 -1.82097
H -1.31670 -5.50402 -3.37315
H -2.00886 -4.11366 -4.27309
H -2.86568 -4.80830 -2.88782
C -5.39891 3.35600 -1.36514
O -5.79980 3.59609 -2.71946
C -4.91283 3.28169 -3.73684
C -3.61501 4.10601 -3.77535
N -3.63198 5.53872 -4.15404
C -4.61025 6.38468 -3.57765
C -4.51689 6.92986 -2.13493
O -3.62459 8.07741 -2.04129
C -2.20286 7.78314 -2.32108
H -4.64595 4.08800 -1.07307
H -4.94543 2.37127 -1.25233
H -6.22508 3.46916 -0.66317
H -5.42304 3.53815 -4.66529
H -4.69150 2.23243 -3.93223
H -2.98900 3.60755 -4.51547
H -3.14202 4.01362 -2.79767
H -3.78665 5.68832 -5.14085
H -5.61451 5.96606 -3.64346
H -4.69659 7.30138 -4.16098
H -4.38890 6.18375 -1.35069
H -5.47456 7.34458 -1.82030
H -1.69984 8.74450 -2.21695
H -1.92475 7.38420 -3.29658
H -1.84495 7.08341 -1.56584

=====

Version Q
120
Properties=species:S:1:pos:R:3 method="wB97M-V/def2-TZVPD" orbital_gap_ev=9.19 smiles=COCCNCCOC.COCCNCCOC.COCCNCCOC.COCCNCCOC.COCCNCCOC
C 5.97002 2.24877 -0.46880
O 5.49095 3.60279 -0.43823
C 4.13998 3.70660 -0.83698
C 4.07673 4.06124 -2.32673
N 2.67211 4.13150 -2.73803
C 2.45211 4.59096 -4.10626
C 1.62249 3.56781 -4.84715
O 2.43066 2.41469 -5.01840
C 1.78068 1.33978 -5.58495
H 7.02937 2.33469 -0.24704
H 5.79115 1.69370 -1.39140
H 5.43377 1.75304 0.34526
H 3.72963 4.56710 -0.29827
H 3.50965 2.86650 -0.52361
H 4.70711 3.35042 -2.88070
H 4.49423 5.04831 -2.52832
H 2.26064 3.22529 -2.55884
H 3.43621 4.71235 -4.57521
H 2.04228 5.60112 -4.20464
H 1.27781 3.90752 -5.83011
H 0.76530 3.27944 -4.22355
H 2.47328 0.49822 -5.67969
H 1.27613 1.50649 -6.54655
H 1.01560 0.82728 -4.97165
C -1.24363 -2.18707 -0.26942
O -0.35515 -1.18836 0.22147
C 0.92576 -1.16776 -0.40758
C 0.85515 -0.60732 -1.83160
N 2.08220 -0.77429 -2.61622
C 3.26670 -0.18559 -1.92132
C 4.45595 -1.11671 -2.09064
O 4.04482 -2.34648 -1.46034
C 4.92329 -3.40283 -1.77234
H -0.92355 -3.22537 -0.38151
H -1.66820 -1.75841 -1.17911
H -2.03523 -2.21288 0.47742
H 1.39139 -2.15601 -0.48097
H 1.49340 -0.51378 0.24710
H 0.63317 0.46449 -1.79698
H -0.02912 -1.01599 -2.32453
H 2.39244 -1.74556 -2.55846
H 3.08645 0.16289 -0.90331
H 3.47621 0.74145 -2.47848
H 5.37310 -0.83196 -1.57529
H 4.62643 -1.26599 -3.16019
H 4.46571 -4.38396 -1.64163
H 5.81511 -3.41827 -1.14073
H 5.23079 -3.34909 -2.81978
C -6.07675 -3.62303 3.26370
O -4.70854 -3.58802 3.49573
C -3.91157 -2.71611 2.74079
C -2.49348 -2.72103 3.31773
N -2.21603 -1.58109 4.20170
C -3.00282 -1.54102 5.41716
C -2.75280 -2.77024 6.29813
O -3.64575 -2.67312 7.38664
C -3.52640 -3.64923 8.37513
H -6.38225 -3.74117 2.21533
H -6.56593 -2.70718 3.62857
H -6.52326 -4.45819 3.80354
H -4.30343 -1.69509 2.84014
H -3.80212 -3.01041 1.68878
H -1.84879 -2.56494 2.45020
H -2.25623 -3.72595 3.66291
H -2.21492 -0.74109 3.64750
H -4.07393 -1.46527 5.18948
H -2.73751 -0.66862 6.01321
H -1.73843 -2.65620 6.70016
H -2.88561 -3.73992 5.81609
H -2.59145 -3.44349 8.91640
H -3.44844 -4.68158 8.00640
H -4.35385 -3.67132 9.08075
C -7.15106 4.97584 -4.69614
O -6.82767 4.24939 -3.53643
C -5.56525 4.57912 -2.99619
C -4.43581 3.91384 -3.77842
N -4.24526 2.56129 -3.29836
C -3.43195 1.68947 -4.13199
C -3.10270 0.36538 -3.35852
O -3.25881 0.43927 -1.97218
C -2.39492 1.34018 -1.31019
H -7.08134 4.36004 -5.59861
H -6.51109 5.84496 -4.88401
H -8.16736 5.36897 -4.62144
H -5.50806 4.20569 -1.96682
H -5.43069 5.64746 -2.79212
H -3.49069 4.44828 -3.64451
H -4.72751 3.98881 -4.83468
H -5.06823 2.10715 -2.93157
H -2.50821 2.24698 -4.29291
H -3.97385 1.39608 -5.03658
H -2.08786 0.07008 -3.65090
H -3.74995 -0.42019 -3.74422
H -2.79525 1.59995 -0.33202
H -2.23510 2.23795 -1.90462
H -1.43516 0.86982 -1.07939
C 4.68944 -5.16258 1.93416
O 3.99525 -4.13484 2.62731
C 2.73543 -3.79659 2.07146
C 2.26376 -2.44509 2.59838
N 3.28677 -1.44181 2.43540
C 3.04681 -0.26846 3.28191
C 1.72888 0.43318 2.98988
O 1.77399 1.56425 3.83160
C 0.52568 2.10982 4.24559
H 5.37687 -5.56719 2.68776
H 5.30978 -4.64807 1.19951
H 4.16081 -6.06280 1.61444
H 2.05503 -4.62817 2.30345
H 2.70883 -3.77638 0.97197
H 1.88345 -2.56776 3.62508
H 1.38414 -2.25867 1.96919
H 4.15125 -1.91992 2.66862
H 3.88046 0.42523 3.15933
H 3.10005 -0.54171 4.34441
H 0.89997 -0.26753 3.15389
H 1.61826 0.76495 1.94994
H 0.19591 1.44592 5.04918
H -0.23053 1.96010 3.45970
H 0.54269 3.18081 4.40880

=====

Last place for stability: version P